Formula: C21H50CeCl2OP2
Source: OMol25
Level of theory: wB97M-V/def2-TZVPD

The geometry in XYZ format:
```
77
Properties=species:S:1:pos:R:3:lowdin_charge:R:1
Ce -0.946 -0.297 0.727 -0.082
Cl -0.405 0.646 -1.780 -0.013
P -3.124 -0.794 -0.866 0.894
C -3.249 -1.754 -2.379 -0.531
C -3.795 -1.741 0.626 -0.520
C -3.823 0.880 -1.060 -0.529
C -2.029 -2.678 -2.626 -0.124
H -3.250 -1.011 -3.199 0.120
C -4.577 -2.515 -2.373 -0.134
H -4.562 -3.327 -1.633 0.067
H -4.761 -2.950 -3.365 0.075
H -5.419 -1.857 -2.138 0.049
H -1.110 -2.093 -2.770 0.047
H -2.200 -3.281 -3.534 0.072
H -1.844 -3.370 -1.793 0.060
H -3.337 1.240 -1.991 0.096
C -3.493 1.924 0.042 -0.100
C -5.323 0.695 -1.296 -0.141
H -5.513 0.204 -2.258 0.062
H -5.821 1.672 -1.311 0.072
H -5.778 0.092 -0.495 0.072
H -2.712 1.659 0.783 0.031
H -4.402 2.178 0.607 0.078
H -3.127 2.845 -0.440 0.091
C -3.044 -3.083 0.805 -0.105
H -4.842 -1.930 0.337 0.089
C -3.777 -0.926 1.940 -0.105
H -3.172 -3.754 -0.054 0.060
H -3.457 -3.590 1.690 0.085
H -1.957 -2.956 0.990 0.031
H -2.755 -0.753 2.370 0.053
H -4.299 -1.521 2.702 0.089
H -4.300 0.038 1.856 0.078
Cl 0.330 -1.953 2.321 -0.046
H -0.194 -1.581 -0.382 -0.199
P 3.342 0.179 -0.649 1.061
C 3.488 1.820 -1.501 -0.560
C 4.290 0.083 0.987 -0.564
C 3.616 -1.242 -1.794 -0.555
C 2.359 2.778 -1.070 -0.141
H 3.320 1.586 -2.569 0.108
C 4.883 2.358 -1.298 -0.157
H 5.026 2.695 -0.268 0.063
H 5.050 3.223 -1.943 0.065
H 5.661 1.626 -1.528 0.056
H 1.396 2.420 -1.461 -0.010
H 2.559 3.782 -1.479 0.070
H 2.268 2.853 0.023 0.060
H 2.997 -0.955 -2.669 0.105
C 3.054 -2.589 -1.282 -0.122
C 5.095 -1.226 -2.158 -0.157
H 5.349 -0.345 -2.754 0.059
H 5.361 -2.106 -2.748 0.062
H 5.724 -1.228 -1.262 0.064
H 2.218 -2.441 -0.580 0.044
H 3.838 -3.200 -0.809 0.061
H 2.667 -3.157 -2.137 0.068
C 3.737 1.153 1.932 -0.137
H 5.355 0.287 0.764 0.088
C 4.150 -1.298 1.611 -0.133
H 3.857 2.183 1.570 0.055
H 4.241 1.090 2.907 0.076
H 2.664 0.975 2.110 0.066
H 3.093 -1.516 1.809 0.033
H 4.665 -1.321 2.580 0.074
H 4.566 -2.108 1.004 0.056
C 0.383 1.925 3.933 -0.063
C -0.690 2.266 2.911 -0.539
C -0.799 3.743 2.576 -0.064
O -0.519 1.479 1.727 -0.489
H 1.355 2.359 3.653 0.072
H 0.501 0.837 4.042 0.071
H 0.098 2.339 4.909 0.071
H -1.656 1.970 3.352 0.122
H 0.166 4.149 2.239 0.079
H -1.550 3.919 1.794 0.069
H -1.110 4.296 3.472 0.071
```

Summary:
Highest occupied orbital energy (alpha / beta) (eV): -3.12 / -3.22
Energy (eV): -81189.056
2S+1: 2
Molecular weight (g mol⁻¹): 591.60
<S²>: 0.752
Net charge: -1